ORCA calculation (the ωB97M-V functional and the def2-TZVPD basis) on 2 unconnected molecules or ions with the total composition C5H9NO2 at a distorted geometry.

## Properties
M   115.13 u
Largest force on an atom   0.020 Eh/bohr
LUMO level   0.71 eV
SMILES   CC(=O)O.C=CN=C
Energy relative to the best compared isomer or geometry (same formula, charge and spin)   41.5 kcal/mol
E_tot   -10914.7780 eV

Each line ends with the Löwdin charge.
Positions of all 17 atoms, in Å:
1 O -1.20 -1.29 2.66  0.09
2 O -2.69 0.34 2.27  0.10
3 N 0.66 0.33 -1.94  -0.02
4 C 0.94 1.48 -1.52  -0.06
5 C -0.59 0.35 1.07  -0.01
6 C 1.70 -0.59 -2.13  -0.26
7 C 2.77 -0.42 -2.92  0.00
8 C -1.63 -0.16 2.04  -0.56
9 H 3.00 0.48 -3.46  0.05
10 H 0.22 -0.35 0.95  0.08
11 H -1.93 -1.63 3.19  0.12
12 H -1.01 0.59 0.10  0.07
13 H 1.62 -1.49 -1.54  0.10
14 H 1.99 1.79 -1.45  0.08
15 H 0.18 2.18 -1.20  0.07
16 H 3.45 -1.25 -3.00  0.05
17 H -0.22 1.29 1.49  0.10

ORCA calculation (the ωB97M-V functional and the def2-TZVPD basis) on 3 unconnected molecules or ions with the total composition C3H10NO at a distorted geometry.

## Properties
M   76.12 u
Largest force on an atom   0.099 Eh/bohr
LUMO level   -3.86 eV
Energy relative to the best compared isomer or geometry (same formula, charge and spin)   49.0 kcal/mol
Net charge   +1
E_tot   -6802.1847 eV

Each line ends with the Löwdin charge.
Positions of all 15 atoms, in Å:
1 O -2.78 -0.26 0.01  0.00
2 N -0.10 0.99 0.18  0.13
3 C 1.05 0.08 0.08  -0.38
4 C 1.22 -0.34 -1.38  -0.04
5 C 1.60 -0.47 1.15  0.08
6 H 2.54 -0.99 1.10  0.08
7 H -1.26 0.14 -0.11  0.30
8 H 2.23 -0.28 -1.84  0.10
9 H -0.28 1.11 1.17  0.12
10 H -2.83 -0.95 0.68  0.09
11 H -3.70 -0.04 -0.20  0.11
12 H -0.01 1.86 -0.32  0.14
13 H 1.31 -0.36 2.20  0.09
14 H 0.86 -1.37 -1.54  0.10
15 H 0.62 0.29 -2.03  0.07

ORCA calculation (the ωB97M-V functional and the def2-TZVPD basis) on a molecular structure, C12H26F6NO6Ti at a distorted geometry.

## Properties
<S²>   3.752
M   442.20 u
Spin multiplicity   4
Largest force on an atom   0.117 Eh/bohr
LUMO level (spin up / spin down)   -2.71 / -2.71 eV
Energy relative to the best compared isomer or geometry (same formula, charge and spin)   285.4 kcal/mol
E_tot   -66046.0986 eV

Each line ends with the Löwdin charge.
Positions of all 52 atoms, in Å:
1 Ti 1.55 0.66 1.09  0.91
2 F -2.98 2.90 5.79  0.12
3 F -0.93 2.67 5.05  0.09
4 F 2.86 -6.21 -4.37  0.13
5 F 1.79 -5.23 -6.13  0.10
6 F 3.02 -4.18 -4.55  0.12
7 F -1.56 1.66 6.92  0.09
8 O -0.07 -6.01 -3.98  -0.13
9 O -2.75 1.10 3.44  -0.13
10 O -1.18 -0.16 4.55  -0.29
11 O 0.72 -4.30 -2.88  -0.32
12 O 1.55 4.66 -0.56  -0.22
13 O -0.98 -5.06 2.33  0.40
14 N 4.14 3.98 0.65  0.03
15 C -4.18 1.04 3.35  -0.27
16 C 2.49 5.73 -0.24  -0.19
17 C 0.75 -4.80 -4.19  -0.44
18 C 4.18 6.26 1.52  -0.07
19 C 2.16 -5.16 -4.83  -0.56
20 C 3.31 5.20 0.92  -0.44
21 C -4.61 1.45 1.90  -0.09
22 C -2.24 0.72 4.78  -0.46
23 C 0.47 5.26 -1.42  -0.06
24 C -1.21 -8.07 -4.83  -0.09
25 C -0.49 -6.75 -5.13  -0.31
26 C -1.96 2.02 5.65  -0.51
27 H -0.71 -5.09 1.41  0.19
28 H 4.85 5.83 2.26  0.08
29 H 0.28 -7.05 -5.84  0.10
30 H 3.59 7.09 1.91  0.08
31 H -2.01 -7.79 -4.15  0.06
32 H 4.57 3.54 1.45  0.06
33 H -4.75 1.68 4.02  0.11
34 H 0.04 6.11 -0.88  0.08
35 H -2.96 0.19 5.41  0.12
36 H -1.23 -6.19 -5.70  0.10
37 H -4.53 2.51 1.67  0.06
38 H -0.62 -4.26 2.71  0.19
39 H 0.10 -4.23 -4.84  0.13
40 H 1.99 6.62 0.15  0.12
41 H 4.83 6.74 0.78  0.08
42 H -1.76 -8.42 -5.70  0.07
43 H -1.93 -5.18 2.37  0.19
44 H 0.94 5.67 -2.31  0.07
45 H 4.79 4.22 -0.09  0.07
46 H -5.65 1.19 1.70  0.06
47 H -0.54 -8.81 -4.38  0.07
48 H -4.00 1.03 1.10  0.06
49 H 2.60 4.72 1.59  0.13
50 H -4.51 0.01 3.50  0.10
51 H -0.24 4.53 -1.80  0.08
52 H 2.98 5.99 -1.17  0.13

ORCA calculation (the ωB97M-V functional and the def2-TZVPD basis) on a gas-phase ion, C4HO5 (charge -1) at a distorted geometry.

## Properties
<S²>   2.004
M   129.05 u
Spin multiplicity   3
Largest force on an atom   0.126 Eh/bohr
LUMO level (spin up / spin down)   3.99 / 2.79 eV
Net charge   -1
E_tot   -14395.3211 eV

Each line ends with the Löwdin charge.
Positions of all 10 atoms, in Å:
1 O -0.60 0.46 -0.64  0.03
2 O 0.91 1.98 -1.36  0.09
3 O 1.50 0.42 0.28  -0.10
4 O -2.05 -0.17 2.31  0.05
5 O -2.20 -1.17 0.14  0.06
6 C -1.76 -0.61 1.22  -0.57
7 C 0.58 1.03 -0.66  -0.55
8 C 2.19 -0.52 -0.15  -0.06
9 C -0.73 -0.85 0.22  -0.05
10 H 2.16 -0.56 -1.35  0.10

ORCA calculation (the ωB97M-V functional and the def2-TZVPD basis) on a molecular structure, C18H41AlBrF2INO11P2 at a distorted geometry.

## Properties
M   781.26 u
Largest force on an atom   0.103 Eh/bohr
LUMO level   -3.22 eV
Net charge   -1
E_tot   -152086.6341 eV

Each line ends with the Löwdin charge.
Positions of all 78 atoms, in Å:
1 I 0.48 -4.97 -1.77  1.11
2 Br -8.97 -4.16 0.36  0.60
3 P 3.04 5.34 0.67  0.51
4 P -3.07 -2.13 -1.10  0.63
5 Al 0.84 10.00 2.03  0.89
6 F -1.61 -6.04 -4.44  -0.55
7 F 0.85 10.18 -0.28  -0.62
8 O -2.19 -3.64 -1.19  -0.29
9 O 3.37 4.03 0.11  -0.18
10 O 0.17 -0.34 -0.50  -0.18
11 O -4.52 -2.91 -1.58  -0.26
12 O -3.25 -5.00 0.13  0.04
13 O 4.18 5.73 1.74  -0.20
14 O 7.07 0.24 -1.00  -0.06
15 O 5.53 -1.21 -0.57  -0.07
16 O 1.80 5.01 1.67  -0.23
17 O 5.16 0.37 -1.99  -0.06
18 O 2.51 6.81 0.28  -0.17
19 N 5.93 -0.20 -1.19  -0.65
20 C 5.53 5.90 1.28  -0.26
21 C -4.31 -4.25 -1.89  -0.32
22 C 1.44 2.78 2.55  -0.07
23 C 1.39 0.32 -0.89  -0.17
24 C -5.55 -5.10 -1.72  -0.12
25 C 2.41 0.02 0.20  -0.15
26 C 1.65 7.57 1.10  -0.32
27 C -1.04 -6.94 -0.08  -0.17
28 C -1.05 -6.42 -1.51  -0.74
29 C -2.36 -5.90 -2.05  -0.19
30 C 1.03 3.81 1.51  -0.26
31 C -7.72 -5.43 -0.44  -0.60
32 C -6.27 -4.94 -0.37  -0.27
33 C 0.45 -1.25 0.57  -0.24
34 C 5.72 7.22 0.55  -0.08
35 C 2.27 7.92 2.46  -0.15
36 C -2.96 -4.76 -1.24  -0.56
37 C 1.96 -1.36 0.67  -0.15
38 H 2.33 -2.12 -0.02  0.11
39 H 3.27 8.34 2.34  0.09
40 H -0.04 -2.21 0.37  0.08
41 H 0.02 -0.83 1.49  0.11
42 H 1.66 8.64 3.04  -0.11
43 H 2.52 2.63 2.55  0.08
44 H 2.34 7.02 3.08  0.09
45 H 5.15 7.24 -0.38  0.08
46 H -3.55 -5.90 0.27  0.10
47 H 3.43 0.04 -0.17  0.09
48 H -8.04 -5.65 -1.45  0.06
49 H -0.78 -7.26 -2.14  0.09
50 H -3.19 -2.40 0.33  0.13
51 H 6.16 5.87 2.17  0.12
52 H 0.68 7.08 1.23  0.13
53 H -2.73 -1.68 -2.42  0.10
54 H -3.05 -6.74 -2.14  0.14
55 H -5.77 -5.60 0.33  0.10
56 H 2.31 -1.62 1.67  0.11
57 H -0.10 -7.45 0.13  0.07
58 H 1.71 -0.08 -1.85  0.12
59 H -6.25 -4.74 -2.48  0.12
60 H -3.79 -0.91 -0.82  0.01
61 H 1.16 3.12 3.55  0.07
62 H 1.20 1.39 -1.00  0.11
63 H 1.45 8.48 0.49  0.04
64 H -1.14 -6.15 0.66  0.07
65 H 6.78 7.36 0.30  0.08
66 H -2.16 -5.49 -3.09  0.07
67 H -1.84 -7.67 0.06  0.08
68 H -7.84 -6.32 0.17  0.05
69 H 2.32 0.74 1.01  0.08
70 H 0.95 1.83 2.35  0.07
71 H -5.37 -6.15 -1.96  0.13
72 H -1.77 -1.54 -0.73  0.04
73 H -0.01 4.08 1.65  0.12
74 H 5.81 5.06 0.65  0.12
75 H -6.20 -3.93 0.01  0.09
76 H 1.14 3.41 0.50  0.10
77 H 5.38 8.06 1.15  0.07
78 H -4.10 -4.27 -2.97  0.17

ORCA calculation (the ωB97M-V functional and the def2-TZVPD basis) on 2 unconnected molecules or ions with the total composition C5H6FIN2 at a distorted geometry.

## Properties
M   240.02 u
Largest force on an atom   0.027 Eh/bohr
LUMO level   -0.41 eV
Energy relative to the best compared isomer or geometry (same formula, charge and spin)   76.7 kcal/mol
E_tot   -19076.0430 eV

Each line ends with the Löwdin charge.
Positions of all 15 atoms, in Å:
1 I -2.87 0.97 -0.08  0.69
2 F -1.54 -3.30 0.70  0.20
3 N -0.52 -2.21 -1.18  0.18
4 N -0.13 0.81 -1.86  0.12
5 C 0.58 0.70 -0.75  -0.15
6 C 0.13 0.71 0.56  -0.52
7 C -1.01 -2.72 -0.29  -0.34
8 C -1.13 0.77 1.14  -0.49
9 C 1.21 0.56 1.61  -0.11
10 H 2.03 1.27 1.44  0.07
11 H 0.79 0.74 2.60  0.06
12 H 1.65 0.60 -0.90  0.13
13 H 0.30 0.71 -2.77  0.12
14 H 1.63 -0.45 1.60  0.07
15 H -1.14 0.85 -1.80  -0.06

ORCA calculation (the ωB97M-V functional and the def2-TZVPD basis) on C4H6O2 in the gas phase at a distorted geometry.

## Properties
M   86.09 u
Largest force on an atom   0.029 Eh/bohr
LUMO level   -0.18 eV
SMILES   CC(C=O)C=O
Energy relative to the best compared isomer or geometry (same formula, charge and spin)   58.3 kcal/mol
E_tot   -8337.9337 eV

Each line ends with the Löwdin charge.
Positions of all 12 atoms, in Å:
1 O -0.53 -1.54 1.98  0.07
2 O 1.68 1.31 0.28  0.07
3 C -0.45 0.14 -1.56  -0.05
4 C 0.19 -1.09 1.14  -0.19
5 C 0.62 0.90 0.69  -0.35
6 C -0.39 0.08 -0.01  -0.19
7 H -1.01 1.03 -1.90  0.09
8 H -0.98 -0.72 -1.98  0.07
9 H 1.30 -1.26 1.17  0.14
10 H -1.39 0.18 0.43  0.13
11 H 0.43 0.75 1.79  0.13
12 H 0.54 0.22 -2.02  0.07

ORCA calculation (the ωB97M-V functional and the def2-TZVPD basis) on 2 unconnected molecules or ions with the total composition C6H14N2O at a distorted geometry.

## Properties
M   130.19 u
Largest force on an atom   0.052 Eh/bohr
LUMO level   0.61 eV
SMILES   C[C@H]1C[C@@H]1O.[H]/N=C(/C)N
Energy relative to the best compared isomer or geometry (same formula, charge and spin)   52.2 kcal/mol
E_tot   -11475.5081 eV

Each line ends with the Löwdin charge.
Positions of all 23 atoms, in Å:
1 O -0.08 -2.07 -1.10  -0.11
2 N 0.94 -1.54 1.22  0.10
3 N 0.98 0.54 2.30  0.14
4 C -1.37 0.09 -0.47  -0.28
5 C -1.99 -0.60 -1.66  -0.10
6 C -0.53 -0.87 -1.49  -0.39
7 C 1.25 -0.29 1.25  -0.51
8 C 2.21 0.24 0.23  -0.01
9 C -1.23 1.59 -0.48  -0.10
10 H -0.84 1.93 -1.44  0.08
11 H -0.55 1.93 0.30  0.04
12 H 0.36 -1.86 2.00  0.08
13 H 2.33 -0.49 -0.57  0.09
14 H -1.63 -0.34 0.49  0.12
15 H 0.39 0.23 3.05  0.11
16 H 1.34 1.48 2.30  0.10
17 H -2.65 -1.43 -1.46  0.10
18 H 3.18 0.41 0.69  0.09
19 H 1.85 1.18 -0.19  0.08
20 H -2.19 2.08 -0.31  0.07
21 H 0.35 -1.99 -0.05  0.07
22 H -2.30 0.02 -2.49  0.10
23 H 0.15 -0.27 -2.11  0.13

ORCA calculation (the ωB97M-V functional and the def2-TZVPD basis) on C4H5ClOS in the gas phase at a distorted geometry.

## Properties
M   136.60 u
Largest force on an atom   0.078 Eh/bohr
LUMO level   -0.14 eV
SMILES   CS/C=C(\Cl)C=O
Energy relative to the best compared isomer or geometry (same formula, charge and spin)   13.3 kcal/mol
E_tot   -29633.1322 eV

Each line ends with the Löwdin charge.
Positions of all 12 atoms, in Å:
1 Cl -1.83 -2.26 -0.01  0.71
2 S 1.25 -1.14 -0.02  0.85
3 O -2.44 1.57 -0.01  0.00
4 C -0.19 -0.14 -0.03  -0.44
5 C 2.52 0.17 -0.02  -0.38
6 C -1.43 -0.63 0.01  -0.79
7 C -2.60 0.33 -0.01  -0.24
8 H 0.06 0.93 0.03  0.10
9 H 3.44 -0.36 0.05  0.02
10 H 2.35 0.80 -0.87  0.03
11 H 2.46 0.78 0.89  0.05
12 H -3.60 -0.05 -0.01  0.10